Entry 1:
C27H28BrIN4O4Ti as an isolated structure. Source: OMol25; level of theory: wB97M-V/def2-TZVPD.

The LUMO energy is -6.87 eV. Its energy relative to the best compared isomer or geometry (same formula, charge and spin) is 0.2466 eV. Its HOMO energy is -13.353 eV.

```
! RIJCOSX wB97M-V def2-TZVPD def2/J DEFGRID3
* xyz 2 1
C -4.057 -2.746 -0.988
H -1.765 -4.599 -3.391
O 0.615 -0.218 1.793
C -1.179 3.106 -0.607
N -1.749 -3.190 -1.880
C -0.675 -0.263 6.657
O -2.232 3.511 -0.962
H 4.690 0.812 -0.443
H -2.153 -0.876 -1.149
H 0.925 2.389 1.035
H 0.424 -3.994 -0.554
I -0.778 -0.389 8.719
C 1.160 6.009 -0.249
N -1.236 -1.186 -0.838
C -1.381 -4.537 -2.374
H 1.527 -0.687 4.126
H 4.963 1.697 -3.201
C -0.014 3.920 -0.177
H -3.076 -1.761 -2.673
H 0.805 -2.383 0.047
H -2.605 0.496 3.987
H -1.598 -5.579 -0.483
O -0.934 1.724 -0.624
C -1.954 -5.648 -1.512
H 1.232 7.033 -0.587
H -3.498 -3.426 -2.951
C 2.174 5.477 0.538
H 3.539 2.129 -5.181
H -2.731 0.339 6.450
C 1.707 1.537 -4.226
H -3.044 -5.624 -1.502
C 0.439 -2.940 -0.815
C 0.530 -0.555 6.013
H 3.031 6.077 0.813
H -0.300 -4.603 -2.445
H 2.814 0.068 1.028
Br 3.430 3.401 2.049
H -3.725 -2.080 -0.191
C 1.887 0.825 -1.980
C 0.982 3.390 0.632
H -1.648 -6.612 -1.916
H 1.116 1.742 -5.109
Ti -0.329 0.263 0.114
H -0.727 5.645 -1.223
C -1.738 0.200 4.562
O -1.453 0.379 1.742
N 1.570 0.363 -0.684
H -5.047 -2.421 -1.303
H 0.012 0.909 -3.064
C 3.257 1.054 -2.032
C -0.465 0.016 2.486
N 3.737 0.729 -0.764
C 2.718 0.343 -0.010
C 1.082 1.067 -3.089
C -0.534 -0.093 3.910
H -4.146 -3.747 -0.571
C -1.808 0.114 5.935
C 3.896 1.523 -3.172
C 2.070 4.166 0.976
H 1.397 -0.842 6.589
C 0.064 5.238 -0.608
H 1.138 -2.795 -1.642
C -3.125 -2.742 -2.193
C 0.601 -0.469 4.640
C -0.918 -2.442 -1.202
C 3.093 1.760 -4.268
*
```

Entry 2:
A 3-piece molecular cluster, C30H20FO6P overall at a distorted geometry. Source: OMol25; level of theory: wB97M-V/def2-TZVPD.

The LUMO energy is -1.12 eV. Its HOMO energy is -8.938 eV.

```
! RIJCOSX wB97M-V def2-TZVPD def2/J DEFGRID3
* xyz 0 1
H -1.579 4.379 2.249
C 1.440 1.210 -3.718
C 1.088 2.469 -4.430
C 2.048 4.187 -7.630
C 2.678 -0.850 -3.565
C -1.153 -3.515 8.548
C -2.783 -2.264 7.299
H 1.767 5.071 -8.187
C -2.592 -1.977 4.839
H -2.397 3.011 -1.453
O -0.907 3.839 1.844
H -3.336 3.187 0.020
H 1.116 -3.611 2.560
C 0.179 -3.074 2.512
O 3.983 -0.084 -5.922
C 3.046 3.348 -8.114
H 3.412 -1.532 -3.971
C 3.122 0.654 -5.494
C 2.396 0.334 -4.234
H 0.568 -0.502 -0.938
C -1.477 -1.864 1.253
H 0.471 -4.340 7.418
C -0.267 -2.548 1.312
H 0.138 3.409 -0.283
H -3.693 -1.682 7.261
C -0.892 -3.251 6.177
H -0.798 -3.909 9.491
C 1.078 -0.270 -1.864
H 0.060 1.594 -2.133
O 0.266 3.235 -3.969
O -3.641 -1.370 4.794
C -2.322 -2.762 8.505
O 0.925 -4.153 4.982
C -2.264 1.418 -0.141
C -0.094 -3.497 4.943
C 3.399 2.209 -7.411
H 0.641 4.549 -6.053
C -2.385 2.900 -0.380
H 3.546 3.582 -9.044
P -1.035 4.011 0.213
C 2.019 -1.153 -2.386
H -3.171 -1.158 2.357
O -3.081 0.625 -0.511
C 2.756 1.904 -6.219
H 4.170 1.552 -7.785
C -2.233 -1.693 2.399
F -1.171 0.982 0.482
H -2.873 -2.566 9.414
H 0.328 -2.671 0.417
C 0.792 0.907 -2.531
C -0.579 -2.910 3.663
C 1.767 2.759 -5.723
H -1.828 -1.463 0.316
C -1.784 -2.205 3.609
C 1.414 3.897 -6.435
C -2.074 -2.510 6.131
H 2.238 -2.078 -1.869
C -0.440 -3.759 7.388
*
```

Entry 3:
One molecule with the formula C7H13N3O4 at a distorted geometry. Source: OMol25; level of theory: wB97M-V/def2-TZVPD.

The LUMO energy is 0.17 eV. Its energy relative to the best compared isomer or geometry (same formula, charge and spin) is 1.2161 eV. Its HOMO energy is -9.349 eV.

```
! RIJCOSX wB97M-V def2-TZVPD def2/J DEFGRID3
* xyz 0 1
N 2.785 -2.539 0.532
O -1.024 -2.038 0.741
H -0.474 2.055 1.599
H 1.920 -1.328 -1.779
H 2.728 -1.570 0.876
H -1.858 3.136 1.484
C -1.871 1.433 0.095
H 3.235 -3.278 1.089
H -2.937 1.684 -0.092
C 1.756 -2.939 -0.284
H 0.056 3.496 -1.473
H -2.658 -0.430 0.631
H -2.011 1.530 2.220
N -1.906 -0.019 0.119
O -0.400 3.090 -0.698
C 0.488 -0.575 -0.499
O -1.323 1.715 -2.225
H 0.460 -2.290 -1.817
O 1.393 -4.080 -0.397
C -1.505 2.097 1.437
C 1.170 -1.787 -1.153
H 0.154 0.095 -1.345
H 0.941 0.174 1.340
C -1.139 2.011 -1.074
C -0.874 -0.950 0.152
H 1.516 1.148 0.115
N 1.376 0.160 0.406
*
```

Entry 4:
One molecule with the formula CH6N4 at a distorted geometry. Source: OMol25; level of theory: wB97M-V/def2-TZVPD.

The LUMO energy is 0.87 eV. Its energy relative to the best compared isomer or geometry (same formula, charge and spin) is 2.7970 eV. Its HOMO energy is -8.566 eV.

```
! RIJCOSX wB97M-V def2-TZVPD def2/J DEFGRID3
* xyz 0 1
N 0.004 -0.421 1.238
H 1.391 -0.396 -2.275
N 0.715 0.486 -2.153
H 1.651 0.325 0.062
C 0.525 0.158 0.010
H 0.548 0.059 2.012
N -0.165 0.074 -1.048
N -1.392 -0.374 1.315
H -1.722 0.647 1.876
H 0.126 0.489 -3.085
H -1.681 -1.046 2.049
*
```

Entry 5:
A 2-piece molecular cluster, C4H12 overall. Source: OMol25; level of theory: wB97M-V/def2-TZVPD.

The LUMO energy is 1.09 eV. Its energy relative to the best compared isomer or geometry (same formula, charge and spin) is 0.1583 eV. Its HOMO energy is -11.716 eV.

```
! RIJCOSX wB97M-V def2-TZVPD def2/J DEFGRID3
* xyz 0 1
H 0.173 -0.444 2.801
H -0.438 0.003 -0.994
H -0.650 -0.253 -3.585
H 2.163 1.465 1.386
H -0.080 -1.607 -2.560
H -1.743 -1.625 -3.224
C 0.400 0.407 2.137
C 1.875 0.817 2.231
H 2.457 -0.119 2.170
H -1.891 0.725 -1.756
C -0.951 -0.979 -2.811
C -1.363 -0.222 -1.551
H 0.182 0.108 1.097
H -0.259 1.249 2.406
H 2.132 1.330 3.173
H -2.009 -0.855 -0.919
*
```

Entry 6:
C19H32F4N2PdSi as an isolated structure at a distorted geometry. Source: OMol25; level of theory: wB97M-V/def2-TZVPD.

The LUMO energy (alpha / beta) is -1.20 / -1.35 eV. Its HOMO energy (alpha / beta) is -6.843 / -6.849 eV.

```
! RIJCOSX wB97M-V def2-TZVPD def2/J DEFGRID3
* xyz 0 1
H -1.132 2.729 1.173
C 3.949 3.387 0.684
H 1.741 -2.809 -2.673
C 0.771 -2.336 -2.789
C -1.316 -3.560 0.986
H 2.902 -1.952 -0.606
C -1.070 2.536 0.093
N 0.149 1.842 -0.243
H -1.281 -3.335 2.047
C 1.539 3.661 0.707
H -2.444 -2.822 -1.684
H -3.195 2.298 -0.076
F 4.839 1.363 -0.146
Si 0.071 -2.616 0.011
H -3.590 -0.319 -1.323
F 0.504 4.475 1.040
N -2.326 0.386 0.196
H -3.580 -1.282 0.161
Pd -0.019 -0.328 -0.401
H -1.112 -4.990 -1.598
C -2.262 0.398 1.657
H -2.471 -0.604 2.029
C -3.552 -0.269 -0.237
H 1.999 -1.240 1.761
C 1.787 -4.642 1.226
C -2.288 1.740 -0.366
H -1.096 3.508 -0.418
H -4.444 0.273 0.114
H 2.982 -2.517 2.496
C 2.507 1.671 -0.170
H -1.871 -2.585 -3.331
C -0.290 -3.016 -1.924
C 2.945 -2.951 -0.179
H -2.270 1.654 -1.460
H 2.906 -3.682 -0.986
H 3.905 -3.064 0.325
H -1.203 -4.633 0.871
C 2.812 4.129 0.962
H 2.759 -4.916 1.639
H 0.870 -1.269 -2.512
H 0.494 -2.389 -3.842
C 2.019 -2.298 2.036
F 2.349 0.427 -0.725
H -1.606 -1.311 -2.117
C 1.310 2.387 0.105
C 3.768 2.132 0.119
C -1.640 -2.399 -2.281
C 1.796 -3.175 0.802
H -1.258 0.673 1.986
H -2.304 -3.293 0.628
H -0.547 -4.707 -3.241
C -0.332 -4.515 -2.188
F 2.954 5.346 1.520
H 0.618 -4.986 -1.947
H -2.996 1.096 2.084
H 4.932 3.766 0.904
H 1.241 -2.472 2.777
H 1.033 -4.828 1.988
H 1.589 -5.292 0.378
*
```

Entry 7:
A 15-piece molecular cluster, C9H46NO15 overall at a distorted geometry. Source: OMol25; level of theory: wB97M-V/def2-TZVPD.

The LUMO energy is 1.72 eV. Its energy relative to the best compared isomer or geometry (same formula, charge and spin) is 3.2012 eV. Its HOMO energy is -2.377 eV.

```
! RIJCOSX wB97M-V def2-TZVPD def2/J DEFGRID3
* xyz -1 1
O 8.307 16.214 -13.977
H 3.978 15.988 -11.592
H 2.503 15.455 -12.363
H 0.137 13.871 -3.777
H 2.535 16.829 -14.135
H 2.848 18.257 -15.217
H 3.350 26.106 -11.987
H 7.344 14.619 -5.189
H 0.425 18.177 -10.626
H 4.118 17.749 -14.286
H 2.387 20.892 -12.694
H 7.772 19.082 -16.398
C 2.896 15.947 -11.473
C 2.494 18.774 -13.178
O 1.404 11.508 -7.039
H -0.756 17.468 -12.706
H 7.125 19.759 -17.588
O 0.933 22.113 -8.976
O 1.012 14.259 -3.784
C 0.944 18.728 -13.209
C 3.029 17.794 -14.247
H 1.810 16.662 -8.974
O 7.749 19.910 -16.878
H -3.079 19.741 -15.220
H 1.371 14.027 -4.640
O 8.087 15.219 -5.126
H 1.103 10.724 -6.579
H 2.466 20.741 -14.397
H 9.166 16.477 -13.649
H 9.345 16.537 -9.638
H 3.441 17.203 -9.168
H 7.726 24.822 -14.938
H 1.366 21.367 -9.393
H 3.417 24.826 -11.182
O -2.162 18.966 -5.620
H 8.096 15.678 -5.966
H 0.649 18.882 -14.247
O -4.611 20.004 -9.327
H 3.901 20.401 -13.382
H -2.962 20.953 -16.119
O 6.489 22.938 -10.369
O 8.506 16.436 -9.188
O 3.038 25.705 -11.176
O -3.570 20.499 -15.536
H 6.072 23.007 -9.510
H 6.214 22.083 -10.701
H 5.770 13.114 -8.242
H 8.178 23.513 -15.549
H 0.362 16.328 -10.877
N 2.929 18.434 -11.809
C 2.294 17.278 -11.008
C 2.823 20.274 -13.479
C 0.748 17.299 -11.184
O 5.639 12.399 -7.619
H 7.684 16.656 -13.401
H -5.093 20.493 -8.660
C 0.332 17.486 -12.640
H -1.488 19.100 -6.286
O 4.397 18.470 -11.608
H 2.734 15.172 -10.724
H 4.691 12.271 -7.596
H 0.594 19.678 -12.804
H 0.601 16.559 -13.145
H -1.686 18.976 -4.790
H -4.210 19.278 -8.849
H 0.840 11.565 -7.810
C 2.418 17.408 -9.486
O 8.491 24.255 -15.032
H 0.684 22.683 -9.704
H 7.879 16.900 -9.743
H 2.070 18.405 -9.214
*
```

Entry 8:
C4H5NO as an isolated structure at a distorted geometry. Source: OMol25; level of theory: wB97M-V/def2-TZVPD.

The LUMO energy is 0.88 eV. Its energy relative to the best compared isomer or geometry (same formula, charge and spin) is 1.7539 eV. Its HOMO energy is -10.743 eV.

```
! RIJCOSX wB97M-V def2-TZVPD def2/J DEFGRID3
* xyz 0 1
C -0.964 -0.516 0.461
C 1.714 -0.244 0.111
C -0.532 0.260 -0.791
C 0.592 0.724 0.154
H -0.266 -0.275 -1.705
H 0.946 1.758 0.133
H -0.490 -1.505 0.520
H -2.019 -0.583 0.730
N 2.462 -1.126 0.100
O -0.227 0.419 1.286
H -1.215 1.087 -1.001
*
```

Entry 9:
One molecule with the formula C4H7NO at a distorted geometry. Source: OMol25; level of theory: wB97M-V/def2-TZVPD.

The LUMO energy is 1.00 eV. Its energy relative to the best compared isomer or geometry (same formula, charge and spin) is 2.6067 eV. Its HOMO energy is -9.393 eV.

```
! RIJCOSX wB97M-V def2-TZVPD def2/J DEFGRID3
* xyz 0 1
C 0.870 1.188 -0.115
H -1.042 -2.737 0.260
H -1.048 2.276 0.067
C -0.492 1.465 0.526
C -0.298 -0.663 0.025
H -0.465 -2.272 -1.361
H 0.878 -1.882 -0.228
H -0.395 1.617 1.605
C -0.318 -2.100 -0.291
H 0.928 1.498 -1.169
N 0.913 -0.240 -0.057
O -1.247 0.237 0.312
H 1.717 1.612 0.425
*
```

Entry 10:
A 2-piece molecular cluster, C5H10O overall. Source: OMol25; level of theory: wB97M-V/def2-TZVPD.

The LUMO energy is 1.07 eV. Its energy relative to the best compared isomer or geometry (same formula, charge and spin) is 3.4709 eV. Its HOMO energy is -9.164 eV.

```
! RIJCOSX wB97M-V def2-TZVPD def2/J DEFGRID3
* xyz 0 1
H -2.975 -0.336 1.815
H 2.282 0.636 0.482
H -0.423 -0.289 1.958
C 2.039 -0.199 -1.641
H 2.074 0.206 -2.639
C 2.138 -0.012 -0.366
H -0.926 -1.198 0.534
H -2.311 1.312 1.615
C -2.364 0.309 1.177
H 2.692 -2.148 -0.719
H -0.171 0.440 -0.686
H 0.891 -1.885 -0.641
H -2.841 0.399 0.193
C 1.877 -1.425 -0.789
O -0.240 0.754 0.224
C -0.947 -0.200 0.998
*
```

Entry 11:
C9H26CeN6O6P2S as an isolated structure at a distorted geometry. Source: OMol25; level of theory: wB97M-V/def2-TZVPD.

Its expectation value of S² is 0.75. The LUMO energy (alpha / beta) is -2.33 / -2.33 eV. Its energy relative to the best compared isomer or geometry (same formula, charge and spin) is 0.3687 eV. Its HOMO energy (alpha / beta) is -11.579 / -11.588 eV.

```
! RIJCOSX wB97M-V def2-TZVPD def2/J DEFGRID3
* xyz 1 2
H -1.193 1.940 1.754
N -0.257 1.774 1.396
N 2.124 -0.038 1.267
O -1.973 -4.702 -1.229
C 0.689 1.617 2.509
H 1.460 0.264 -2.462
H 1.659 -3.122 -0.233
H -3.254 -1.806 -2.300
S -0.862 1.705 -1.925
H 3.602 -1.049 0.157
H 3.157 -0.970 2.876
H 2.372 2.040 1.259
C -1.983 0.614 -2.553
C -2.146 -4.140 1.678
H -1.973 -5.056 1.112
H 0.308 0.833 3.167
H 1.402 -1.053 2.943
H 2.490 1.583 -0.901
O -1.226 -1.235 1.988
H 2.249 -1.100 -2.051
H -2.800 -4.338 2.530
N -2.748 -0.217 -2.798
C 2.300 -2.514 1.648
O -1.002 -2.288 -1.187
H -4.723 -2.997 1.516
H 3.795 0.676 -1.630
H -4.387 -4.430 0.694
H 2.164 -3.251 2.444
P -2.691 -1.442 1.620
P -2.188 -3.268 -1.027
O -3.849 -1.367 2.524
N 1.859 -0.241 -1.675
C 2.255 -1.121 2.263
O -2.784 -0.344 0.421
H -0.034 2.592 0.836
Ce -0.292 -0.540 -0.022
H 2.807 1.285 2.775
H -1.204 -3.791 2.101
H -3.647 0.079 0.316
H 3.282 -2.727 1.224
O -3.423 -2.641 -1.771
H 4.113 0.501 0.767
N 1.275 -2.683 0.596
H 0.777 2.527 3.111
C 3.259 -0.029 0.322
H 0.561 -3.333 0.909
N -4.262 -3.417 0.692
C 2.893 0.573 -1.019
H -4.686 -3.039 -0.169
C -2.767 -3.082 0.761
C 2.063 1.266 1.967
*
```